# C25H45Cl2DyP

A structure of composition C25H45Cl2DyP (ωB97M-V/def2-TZVPD, the Open Molecules 2025 dataset).

ORCA input file:
```
! wB97M-V def2-TZVPD RIJCOSX def2/J DEFGRID3
* xyz -1 6
Dy -3.1937 -0.0119 -0.7044
P 0.3460 -0.3713 -0.2720
Cl -3.4760 1.3955 -2.7316
C 1.3336 -0.9707 1.2380
H 0.4752 -1.1340 1.9068
H 1.6099 -1.9704 0.7788
C -0.5814 1.2408 -0.2946
C -0.9341 -1.6784 -0.6087
C 0.2558 2.5454 -0.3139
H -1.0463 1.2309 -1.3408
C -0.7251 3.7113 -0.5033
H 0.7877 2.6372 0.6472
H 1.0171 2.5507 -1.1195
C -1.7867 3.7227 0.5876
H -0.1892 4.6752 -0.5465
H -1.2364 3.5416 -1.4573
C -2.6224 2.4078 0.6835
H -1.2882 3.8725 1.5482
H -2.4394 4.6003 0.5319
C -1.7340 1.2288 0.6297
H -3.1778 2.4084 1.6373
H -3.3541 2.4264 -0.1621
H -0.8248 2.2657 2.3709
H -1.9437 0.3445 1.2866
C 1.5072 -0.4802 -1.6556
C -0.4462 -3.1041 -0.2908
H -1.7134 -1.4563 0.1863
C -1.5943 -4.1198 -0.4402
H 0.4251 -3.3570 -0.9105
H -0.0854 -3.1626 0.7442
C -2.3775 -4.0702 -1.7538
H -1.2067 -5.1257 -0.2390
H -2.2993 -3.8943 0.3799
C -2.8353 -2.6236 -2.0224
H -1.8032 -4.4495 -2.6123
H -3.2592 -4.7138 -1.6422
C -1.6304 -1.6555 -1.9970
H -3.3418 -2.5678 -2.9941
H -3.5748 -2.3566 -1.2359
H -0.9007 -2.0085 -2.7295
H -1.9359 -0.6425 -2.3783
C 2.8387 0.1026 -1.1686
H 1.6725 -1.5536 -1.8665
C 3.9147 -0.0003 -2.2443
H 2.7051 1.1380 -0.8133
H 3.1767 -0.4601 -0.2888
C 3.4429 0.4741 -3.6280
H 4.7932 0.5732 -1.9205
H 4.1930 -1.0637 -2.3053
C 2.0894 -0.0993 -4.0614
H 3.3508 1.5665 -3.6236
H 4.2070 0.2128 -4.3662
C 1.0098 0.1034 -2.9893
H 1.7615 0.3337 -5.0204
H 2.1804 -1.1795 -4.2177
H 0.7739 1.1716 -2.8990
H 0.0788 -0.3713 -3.3289
C -0.7667 2.9470 3.2501
C 2.4845 -0.3966 1.7602
H 0.2941 3.1883 2.8358
C 2.4237 -0.2171 3.3153
H 2.3333 0.7085 1.4336
C 1.2571 -0.5465 4.3213
H 3.2241 -0.9359 3.6374
H 2.7695 0.8088 3.6201
C -0.1092 0.2732 4.4109
H 0.9886 -1.5559 4.1042
H 1.6341 -0.6134 5.3104
C -0.3920 1.8483 4.2792
H -0.9137 -0.3545 3.9697
H -0.3894 0.1072 5.4712
H -1.3438 1.9853 4.8283
H 0.4194 2.2789 4.8729
Cl -4.3022 -1.3544 1.1203
*
```

Properties
relative energy (zero: lowest compared OMol25 entry of this formula, charge and spin) = 204.9 kcal per mole
HOMO level (alpha / beta) = -2.37 / -2.31 eV
electronic energy = -3126.1346 a.u.
frontier orbital gap (alpha / beta) = 4.26 / 4.18 eV